[1]
This record from the Open Molecules 2025 dataset describes C54H38InN4O11S2 as an isolated structure. The level of theory is ωB97M-V with the def2-TZVPD basis set.

Properties
* E_LUMO: -4.13 eV
* relative energy (zero: lowest compared OMol25 entry of this formula, charge and spin): 33.2 kcal/mol
* HOMO-LUMO gap: 6.70 eV
* net charge: +1
* highest occupied orbital energy: -10.8 eV

Each line ends with the Mulliken charge.
Cartesian coordinates (Å):
In  -0.01284  1.94505  -1.09769  1.954
O  4.84806  1.70132  5.53865  -0.478
C  3.67281  1.26820  5.06031  0.414
O  2.93134  0.60245  5.72311  -0.512
C  3.37164  1.60723  3.62992  0.401
C  4.33534  1.38254  2.64972  -0.900
C  4.01494  1.48990  1.31219  -1.085
C  2.71864  1.84978  0.93279  0.325
C  1.77216  2.12746  1.92007  0.770
C  2.08960  1.98850  3.25594  -1.128
N  2.29754  1.84125  -0.40568  0.623
C  3.09207  1.92748  -1.39545  -0.467
C  2.62137  1.80508  -2.76908  0.633
C  3.47830  1.99846  -3.84628  -0.850
C  2.96427  1.91618  -5.13023  -0.567
C  1.61154  1.66255  -5.30196  -1.013
C  0.82775  1.46976  -4.17807  -0.409
N  1.33816  1.50786  -2.95569  0.416
H  5.32480  2.26744  4.92070  0.369
H  5.32976  1.06008  2.93047  0.416
H  4.76197  1.22991  0.57463  0.248
H  0.76951  2.43394  1.64517  0.186
H  1.33376  2.15819  4.00966  0.561
H  4.15434  2.12821  -1.26200  0.620
H  4.52357  2.21835  -3.68073  0.533
H  3.60701  2.06023  -5.98665  0.482
H  1.17230  1.61917  -6.28735  0.514
H  -0.23411  1.26335  -4.24435  0.525
O  1.03295  5.64284  -2.68962  -0.686
C  0.36913  4.92042  -1.97618  -0.120
O  0.20587  3.65431  -2.28871  -0.591
C  -0.28789  5.44818  -0.74007  0.511
C  -0.25558  6.82161  -0.56293  -0.404
C  -0.83298  7.41949  0.54123  -0.683
C  -1.46314  6.65157  1.50527  -0.323
C  -1.46613  5.28544  1.35728  -0.242
C  -0.89413  4.61975  0.23363  -0.102
O  -0.98599  3.31949  0.18850  0.163
N  -2.08732  4.48405  2.39898  0.966
O  -1.49136  3.49335  2.77874  -0.487
O  -3.16364  4.85594  2.82817  -0.593
N  -0.76997  8.86477  0.69996  1.011
O  -0.36716  9.51578  -0.24277  -0.598
O  -1.12253  9.32363  1.76984  -0.613
H  0.23571  7.43311  -1.30619  0.662
H  -1.92368  7.11600  2.36570  0.622
C  -0.73360  -7.54957  -3.97817  -1.537
C  -0.57790  -6.10979  -3.59105  1.037
C  -1.25690  -5.56634  -2.50299  -0.998
C  -1.08459  -4.24452  -2.12583  -0.297
C  -0.21260  -3.45379  -2.85363  0.133
C  0.44965  -3.96502  -3.96699  -0.531
C  0.26890  -5.28512  -4.33095  -0.859
S  0.38364  -1.80364  -2.47161  0.185
O  -0.70886  -0.83675  -2.10930  -0.302
C  1.28047  -2.16511  -0.95254  1.375
C  2.64059  -2.42708  -1.23517  -0.898
C  3.51488  -2.72678  -0.23453  -1.485
C  3.09369  -2.67690  1.11387  1.413
C  3.97018  -2.98817  2.17689  -1.026
C  3.55023  -2.90060  3.47346  -0.886
C  2.24942  -2.45171  3.76820  -0.847
C  1.36408  -2.18873  2.76112  -0.816
C  1.74981  -2.33381  1.40800  0.815
C  0.80608  -2.17702  0.34133  -0.730
C  -0.62808  -2.30557  0.71564  -1.259
C  -0.96683  -3.61303  1.21045  1.266
C  -0.02914  -4.67528  1.24245  -0.737
C  -0.34557  -5.87361  1.81722  -0.836
C  -1.61132  -6.08633  2.39100  -0.819
C  -2.55466  -5.10328  2.32944  -1.070
C  -2.26488  -3.85900  1.72350  1.125
C  -3.23573  -2.84733  1.65004  -1.387
C  -2.92765  -1.61815  1.16073  -0.884
C  -1.61746  -1.33405  0.72174  0.989
S  -1.28562  0.45374  0.60546  1.780
O  -0.83120  0.75498  1.95686  -0.640
C  -2.90598  1.12705  0.30164  -0.472
C  -3.57232  1.80592  1.30474  -0.281
C  -4.79902  2.38058  1.01334  -1.033
C  -5.36266  2.26794  -0.25559  1.024
C  -6.71919  2.83605  -0.54478  -1.602
C  -4.65913  1.58840  -1.25108  -1.032
C  -3.42228  1.02869  -0.98500  -0.356
H  -1.28670  -8.10727  -3.22622  0.360
H  0.24610  -8.00923  -4.10616  0.376
H  -1.26050  -7.63138  -4.92982  0.341
H  -1.92244  -6.19492  -1.92668  0.393
H  -1.61425  -3.84221  -1.27399  0.770
H  1.11237  -3.31558  -4.52563  0.464
H  0.79585  -5.68447  -5.18690  0.418
H  2.95199  -2.44251  -2.27351  0.502
H  4.53586  -3.00895  -0.45878  0.465
H  4.98052  -3.29173  1.93293  0.475
H  4.21733  -3.15474  4.28586  0.427
H  1.96120  -2.29765  4.79747  0.472
H  0.36820  -1.83721  2.99175  0.530
H  0.95134  -4.53464  0.80988  0.367
H  0.39140  -6.66394  1.85037  0.511
H  -1.83400  -7.03327  2.86185  0.434
H  -3.53806  -5.25388  2.75447  0.515
H  -4.23300  -3.05197  2.01673  0.490
H  -3.66824  -0.83128  1.14748  0.651
H  -3.12155  1.89036  2.28512  0.801
H  -5.31785  2.93453  1.78426  0.430
H  -6.95424  3.64594  0.14159  0.417
H  -7.47018  2.05409  -0.41871  0.270
H  -6.78241  3.20296  -1.56730  0.403
H  -5.08637  1.50229  -2.24123  0.451
H  -2.87862  0.47974  -1.74561  0.672

***

[2]
This record from the Open Molecules 2025 dataset describes C19H29AuN2S4Sb as an isolated structure. The level of theory is ωB97M-V with the def2-TZVPD basis set.

Properties
* E_LUMO (alpha / beta): -8.65 / -13.66 eV
* HOMO-LUMO gap (alpha / beta): 6.86 / 1.84 eV
* 2S+1: 3
* net charge: +3
* highest occupied orbital energy (alpha / beta): -15.5 / -15.5 eV

Each line ends with the Löwdin spin population.
Cartesian coordinates (Å):
Au  0.36000  -0.01439  0.05538  0.526
C  -1.48870  2.27868  1.85973  0.035
C  -1.39620  1.18338  2.90673  0.022
S  -0.04404  -0.02368  2.64864  0.140
C  -0.92196  -1.61451  2.80547  0.016
C  -2.12004  -1.84047  1.89652  0.027
S  -1.73872  -1.69446  0.11910  0.327
C  -3.05840  -0.60781  -0.52113  0.017
C  -3.21110  0.73148  0.15900  0.020
S  -1.68255  1.73928  0.13425  0.371
H  -0.59374  2.90234  1.84161  0.000
H  -2.34140  2.92647  2.08455  0.012
H  -2.32548  0.62643  2.99884  0.000
H  -1.19781  1.65223  3.87162  0.004
H  -1.24546  -1.69119  3.84496  0.004
H  -0.14851  -2.36585  2.64023  0.000
H  -2.95256  -1.17660  2.11770  0.000
H  -2.47289  -2.86449  2.04301  0.010
H  -3.99672  -1.16359  -0.44444  0.006
H  -2.81528  -0.49519  -1.57892  -0.001
H  -3.54656  0.64633  1.19038  -0.001
H  -3.96168  1.31322  -0.38334  0.007
S  -0.16481  0.04839  -6.77312  0.001
C  -0.01412  0.03020  -4.98931  -0.005
C  -0.03276  -1.17386  -4.28789  0.006
C  0.13306  -1.15031  -2.91561  0.008
N  0.31255  -0.00752  -2.24065  0.145
C  0.34188  1.15260  -2.90903  0.008
C  0.18202  1.21394  -4.28079  0.006
C  -1.95748  0.19635  -6.87470  0.000
C  -2.52964  1.45643  -6.93425  0.000
C  -3.91985  1.52735  -7.03372  0.000
N  -4.66884  0.44059  -7.07272  0.000
C  -4.12454  -0.76293  -7.04583  0.000
C  -2.74436  -0.94044  -6.94554  0.000
H  -0.16066  -2.11648  -4.80187  0.001
H  0.13676  -2.07149  -2.34358  0.001
H  0.50613  2.05429  -2.33012  0.001
H  0.21990  2.16744  -4.78908  0.001
H  -1.93279  2.35878  -6.93166  0.000
H  -4.42745  2.48311  -7.09047  0.000
H  -4.79478  -1.61156  -7.11338  0.000
H  -2.31796  -1.93498  -6.95126  0.000
C  3.87720  -0.79406  -1.77246  0.029
Sb  3.09637  -0.01407  0.05203  0.162
C  3.98350  -1.17311  1.60826  0.037
C  3.95096  1.93391  0.21224  0.038
H  4.96305  -0.76513  -1.68281  0.005
H  3.55888  -0.17279  -2.60657  0.000
H  3.54744  -1.82052  -1.91492  0.000
H  5.06252  -1.09160  1.48001  0.006
H  3.67779  -2.21243  1.51353  0.000
H  3.69526  -0.77803  2.57961  0.000
H  5.03196  1.80158  0.17222  0.006
H  3.67032  2.39264  1.15728  0.000
H  3.62348  2.55194  -0.62044  0.000

***

Number 1: E -4113.404532 Eh. Number 2: E -2818.510487 Eh.